No. 1
{
  "formula": "C9H21BrLuO5P2S",
  "method": "the ωB97M-V functional and the def2-TZVPD basis",
  "elements": ["C", "C", "C", "Br", "O", "P", "O", "O", "O", "C", "C", "C", "C", "C", "C", "O", "P", "S", "H", "H", "H", "H", "H", "H", "H", "H", "H", "H", "H", "H", "H", "H", "H", "H", "H", "H", "H", "H", "H", "Lu"],
  "coordinates": [[-1.3157, -0.3105, 3.0514], [-1.6895, -1.6628, 2.4487], [-2.0957, -1.6284, 0.9829], [-3.8301, -2.4559, 0.6669], [-2.2844, -0.2411, 0.4974], [-2.0890, 0.0091, -0.9931], [-2.0711, -1.0872, -1.9651], [-1.0937, 1.1544, -1.2839], [-0.3015, 1.5524, -0.0675], [1.0879, 1.5057, -0.4412], [1.7110, 0.1297, -0.3289], [1.4314, -0.7673, -1.5511], [3.2060, 0.2233, 0.0383], [3.6144, -1.1068, 0.7124], [4.0964, 0.5628, -1.1718], [-3.6675, 0.6960, -1.3907], [-4.0681, 2.4203, -1.2275], [-5.6644, 2.3962, -0.2028], [-0.3448, 0.0334, 2.7059], [-1.2168, -0.4544, 4.1237], [-2.0791, 0.4493, 2.9156], [-2.4554, -2.1464, 3.0463], [-0.8042, -2.2935, 2.4918], [-1.3710, -2.1391, 0.3595], [1.5614, 2.2081, 0.2489], [1.2163, 1.9306, -1.4372], [1.2192, -0.3429, 0.5305], [2.3310, -1.3056, -1.8341], [1.0836, -0.2116, -2.4193], [0.7059, -1.5458, -1.3117], [3.3017, 0.9798, 0.8171], [4.6266, -1.3875, 0.4446], [3.5451, -1.0236, 1.7940], [2.9450, -1.9165, 0.4234], [4.6924, 1.4462, -0.9634], [4.7861, -0.2490, -1.3810], [3.5259, 0.7386, -2.0823], [-2.9177, 3.1385, -0.8630], [-4.3888, 2.7268, -2.5803], [-4.9392, -0.0251, -2.8035]],
  "forces_ev_per_a": [[-0.022, -0.139, 0.368], [0.239, 0.273, -0.012], [-0.369, -0.300, 0.516], [-0.259, -0.111, -0.265], [0.504, 0.114, 0.024], [1.280, -1.342, -0.314], [-1.208, 0.096, -0.654], [-0.273, 0.450, 0.204], [-0.240, 0.440, 0.000], [0.776, -0.332, -0.577], [-0.436, -0.145, 0.222], [0.127, -0.104, 0.295], [0.001, -0.602, 0.011], [-0.218, 0.201, -0.062], [-0.097, 0.143, 0.248], [0.479, 1.883, -0.746], [-1.341, 0.233, 0.736], [-0.415, -0.308, -0.316], [-0.041, 0.174, -0.224], [0.030, -0.016, 0.101], [-0.012, 0.090, -0.114], [-0.172, 0.005, -0.023], [-0.026, -0.236, 0.037], [-0.079, 0.113, -0.326], [-0.389, 0.123, 0.329], [-0.149, 0.182, -0.041], [0.055, 0.117, 0.199], [0.078, -0.016, -0.136], [0.021, 0.028, -0.109], [-0.200, -0.001, -0.103], [0.066, 0.271, -0.137], [0.117, -0.066, 0.113], [0.073, -0.022, 0.114], [0.091, -0.165, -0.168], [0.089, 0.085, -0.108], [0.060, -0.048, -0.086], [-0.019, 0.124, -0.075], [0.337, -0.387, -0.151], [0.707, -0.195, -0.291], [0.832, -0.610, 1.521]],
  "total_charge": 3,
  "energy_ev": -152952.430,
  "e_lumo_ev": -15.107
}

***

No. 2
{
  "formula": "C4H11N4",
  "method": "the ωB97M-V functional and the def2-TZVPD basis",
  "elements": ["H", "N", "C", "C", "N", "C", "N", "N", "C", "H", "H", "H", "H", "H", "H", "H", "H", "H", "H"],
  "coordinates": [[-1.2241, 2.3824, 1.8841], [-1.4516, 1.4171, 1.7305], [-0.8139, 0.7131, 0.9226], [-0.9417, -0.7356, 0.7350], [-0.1226, -1.1890, -0.3580], [0.5517, -2.4786, -0.2910], [0.8652, -0.0410, -0.4418], [0.2514, 1.1081, -0.0192], [0.1173, 2.1893, -0.9638], [-0.7262, -1.2477, 1.6413], [-1.9295, -1.0749, 0.6427], [-0.1397, -3.3118, -0.3445], [1.2332, -2.2606, -1.1464], [1.1697, -2.6229, 0.5796], [1.0813, 0.0177, -1.3544], [1.7689, -0.3319, 0.2538], [1.1429, 2.4005, -1.3939], [-0.6390, 1.9363, -1.7031], [-0.1933, 3.1293, -0.3735]],
  "forces_ev_per_a": [[0.264, 0.457, -0.353], [-0.045, -1.077, -0.172], [0.705, 1.592, -0.762], [-0.183, -1.456, 0.869], [-0.711, 1.664, 0.034], [1.218, 1.798, -1.096], [1.092, -3.071, 5.821], [-0.719, 0.304, 2.222], [0.625, 1.688, 0.368], [1.022, -0.339, 1.277], [-1.732, 0.075, -0.863], [-0.069, 0.139, -0.647], [-0.258, -1.879, 0.208], [0.253, 0.123, 0.800], [1.669, 0.240, -4.191], [-2.340, 1.061, -2.383], [-1.314, -0.098, 0.243], [0.063, 0.328, -0.361], [0.462, -1.550, -1.014]],
  "total_charge": 1,
  "energy_ev": -10276.288,
  "smiles": "[H]/N=C1/CN(C)[NH2+]N1C",
  "de_lowest_ev": 4.901,
  "e_lumo_ev": -3.592
}

***

No. 3
{
  "formula": "C17H11ClF3N2O4RuS",
  "method": "the ωB97M-V functional and the def2-TZVPD basis",
  "elements": ["Ru", "C", "C", "C", "C", "N", "C", "C", "C", "C", "C", "C", "C", "H", "H", "H", "H", "H", "H", "H", "H", "F", "C", "F", "F", "C", "C", "C", "C", "N", "C", "S", "H", "H", "H", "O", "Cl", "O", "O", "O"],
  "coordinates": [[0.1923, -0.4038, 0.5077], [4.5163, -0.7718, 0.3890], [4.8963, 0.4531, -0.1388], [3.9259, 1.3759, -0.4819], [2.5868, 1.0613, -0.2919], [2.2338, -0.1312, 0.2295], [3.1701, -1.0227, 0.5601], [1.4435, 1.9247, -0.6225], [1.5674, 3.2041, -1.1536], [0.4316, 3.9419, -1.4435], [-0.8271, 3.4020, -1.2070], [-0.9530, 2.1246, -0.6801], [0.1765, 1.3675, -0.3761], [5.2425, -1.5195, 0.6714], [5.9430, 0.6870, -0.2820], [4.2003, 2.3346, -0.8968], [2.8130, -1.9532, 0.9803], [2.5432, 3.6343, -1.3412], [0.5264, 4.9382, -1.8547], [-1.7126, 3.9809, -1.4375], [-1.9408, 1.7151, -0.5070], [-4.5264, -3.3937, -2.3884], [-3.2774, -2.9295, -2.2108], [-2.9634, -2.2084, -3.2982], [-2.4581, -3.9910, -2.1870], [-3.1705, -2.1148, -0.9527], [-4.2573, -1.9285, -0.1157], [-4.1213, -1.1835, 1.0491], [-2.8868, -0.6376, 1.3439], [-1.8490, -0.8036, 0.5286], [-1.9561, -1.5311, -0.5964], [-0.3859, -1.5575, -1.3689], [-5.2085, -2.3724, -0.3747], [-4.9561, -1.0332, 1.7169], [-2.7057, -0.0575, 2.2398], [2.1571, -1.0161, 3.5099], [0.7651, -0.9329, 3.2471], [-0.0171, -1.0631, 4.4174], [0.3735, -1.9492, 2.2515], [0.4683, 0.3606, 2.5651]],
  "forces_ev_per_a": [[0.175, 0.011, -0.057], [-0.007, 0.009, -0.006], [-0.005, 0.002, 0.003], [0.014, 0.000, -0.003], [-0.025, 0.036, -0.012], [-0.062, -0.019, 0.000], [0.017, -0.012, 0.009], [0.036, -0.095, 0.037], [-0.003, 0.009, -0.006], [0.002, 0.001, 0.000], [0.001, 0.005, -0.003], [0.025, -0.007, -0.001], [-0.109, 0.092, -0.031], [0.001, 0.001, 0.001], [0.000, 0.000, -0.001], [0.005, -0.003, 0.000], [-0.008, 0.003, 0.003], [-0.002, 0.000, 0.001], [-0.001, 0.000, 0.000], [0.000, -0.002, 0.000], [-0.001, 0.002, 0.003], [0.001, -0.005, -0.006], [-0.039, 0.006, 0.005], [0.007, 0.007, -0.001], [0.013, -0.007, 0.003], [0.021, 0.024, 0.006], [0.003, 0.004, 0.006], [0.000, -0.007, -0.025], [-0.011, 0.001, 0.009], [-0.027, 0.024, 0.121], [0.012, -0.037, -0.035], [-0.007, -0.003, -0.012], [-0.003, 0.004, 0.005], [0.001, -0.004, 0.003], [0.003, 0.000, -0.005], [0.069, 0.000, 0.043], [-0.006, -0.090, -0.045], [-0.078, 0.109, 0.025], [0.049, 0.034, -0.049], [-0.061, -0.094, 0.016]],
  "energy_ev": -63064.356,
  "s2": 0.760,
  "de_lowest_ev": 0.000,
  "multiplicity": 2,
  "e_lumo_ev": [-0.099, -1.254]
}